Computed, not measured: a 2-piece molecular cluster, C2H5IS overall, with ωB97M-V with the def2-TZVPD basis set.

Computed properties:
SMILES: C=CS.I
Highest occupied orbital energy in Eh: -0.3148
Spin multiplicity: 1
DFT total energy in a.u.: -775.0287
Orbital gap in eV: 9.01

Each line ends with the Löwdin charge.
CARTESIAN COORDINATES (ANGSTROEM)
C -0.873 0.956 -0.216  -0.091
C -1.008 -0.354 0.000  -0.639
S 0.275 -1.479 0.281  0.699
H 0.167 1.300 -0.418  0.049
H -1.537 1.821 -0.309  0.054
H -1.920 -0.824 0.227  0.026
H 1.349 -0.618 0.390  -0.226
I 4.096 -0.249 -0.195  0.478
H 4.540 -0.726 -1.640  -0.348

Cartesian forces (eV/Å) of the 6 atoms listed first:
1.8 0.5 -0.7
0.3 1.8 0.4
1.2 -0.1 0.0
-0.6 -0.3 0.3
-0.6 -1.1 0.2
-1.3 -0.4 0.0

***

Computed, not measured: a 14-piece molecular cluster, C6H40N2O13 overall, with ωB97M-V with the def2-TZVPD basis set.

Computed properties:
Highest occupied orbital energy in Eh: -0.3125
Spin multiplicity: 1
DFT total energy in a.u.: -1340.2667
Orbital gap in eV: 8.60

Each line ends with the Löwdin charge.
CARTESIAN COORDINATES (ANGSTROEM)
C 0.403 3.036 -0.084  -0.037
N 1.065 1.975 -0.950  -0.155
C 1.311 2.389 -2.336  -0.180
C 0.512 1.513 -3.333  -0.148
C -0.314 0.599 -2.423  -0.132
C 0.209 0.744 -0.962  -0.280
C 0.921 -0.527 -0.539  -0.201
N 1.975 -1.026 -1.466  0.031
H 1.150 3.609 0.445  0.089
H -0.096 2.370 0.602  0.030
H -0.281 3.581 -0.735  0.081
H 2.392 2.354 -2.503  0.108
H 1.041 3.452 -2.486  0.111
H 1.293 0.953 -3.861  0.095
H -0.121 2.033 -4.045  0.104
H -1.314 1.020 -2.393  0.080
H -0.386 -0.407 -2.831  0.111
H -0.612 0.871 -0.259  0.112
H 0.243 -1.351 -0.361  0.084
H 1.484 -0.325 0.376  0.074
H 1.790 -0.554 -2.347  0.055
H 2.893 -0.706 -1.164  0.069
H -2.219 3.226 0.581  -0.007
H -2.866 4.150 1.633  0.053
O -2.112 3.567 1.505  -0.083
H -0.046 -4.148 -1.915  0.020
H -1.563 -3.928 -2.390  0.069
O -1.010 -4.258 -1.668  -0.074
H -2.223 1.764 1.825  0.019
H -0.977 0.950 2.296  0.010
O -1.928 0.867 2.090  -0.077
H -2.578 -1.702 0.686  0.019
H -2.922 -0.316 1.309  0.024
O -3.220 -0.959 0.624  -0.079
H 2.942 1.351 -0.132  -0.001
H 3.566 0.397 0.936  -0.017
O 3.785 0.954 0.162  -0.093
H 1.003 0.679 3.250  0.024
H 1.475 1.223 1.858  0.028
O 0.777 1.282 2.517  -0.048
H -3.054 1.675 -1.045  0.019
H -3.388 3.179 -1.366  0.065
O -2.737 2.614 -0.941  -0.071
H 0.173 -2.806 1.476  0.023
H 1.729 -3.209 1.400  0.064
O 1.072 -2.679 1.853  -0.057
H -3.531 -0.389 -0.791  0.009
H -4.628 0.078 -1.771  0.054
O -3.693 0.212 -1.592  -0.096
H 2.375 -1.410 2.325  0.003
H 3.034 -0.345 3.132  0.059
O 3.018 -0.688 2.227  -0.067
H 1.815 -2.941 -2.394  0.055
H 1.636 -3.495 -1.023  0.028
O 1.608 -3.792 -1.941  -0.068
H 0.766 -1.237 4.980  0.080
H 0.844 -1.503 3.469  0.034
O 1.254 -0.981 4.183  -0.058
H -1.134 -3.288 -0.278  0.036
H -1.851 -3.844 0.873  0.090
O -1.391 -3.016 0.659  -0.089

Cartesian forces (eV/Å) of the 6 atoms listed first:
0.7 -2.1 -1.3
-0.7 -0.2 0.4
0.1 1.3 -0.2
1.3 -0.7 1.0
-0.8 0.9 0.3
0.4 -0.4 -1.3

***

Computed, not measured: a 2-piece molecular cluster, C2H7O2P overall, with ωB97M-V with the def2-TZVPD basis set.

Computed properties:
Highest occupied orbital energy (alpha / beta) in Eh: -0.2160 / -0.4129
Spin multiplicity: 3
DFT total energy in a.u.: -572.0296
Orbital gap (alpha / beta) in eV: 6.81 / 8.45

Each line ends with the Löwdin spin population.
CARTESIAN COORDINATES (ANGSTROEM)
C 1.578 0.801 -0.541  0.877
C 1.265 0.244 0.601  0.881
O -3.890 0.305 -0.361  0.007
O -2.180 -1.069 0.741  0.009
P -2.424 0.119 -0.382  0.013
H 1.803 0.273 -1.468  0.048
H -3.099 -1.342 0.756  0.000
H 1.600 1.811 -0.588  0.058
H 1.170 0.776 1.532  0.047
H 1.337 -0.876 0.854  0.037
H -1.373 1.006 0.009  0.020
H -1.768 -0.535 -1.536  0.002

Cartesian forces (eV/Å) of the 6 atoms listed first:
2.5 2.1 -9.7
-2.8 -7.4 10.6
0.4 1.2 -0.8
0.5 1.2 -0.9
1.5 -2.8 0.6
-0.1 0.1 0.4

***

Computed, not measured: one molecule with the formula C16H14N4OS, with ωB97M-V with the def2-TZVPD basis set.

Computed properties:
SMILES: Cn1c(SCC(=O)c2ccccc2)nnc1-c1cccnc1
Highest occupied orbital energy in Eh: -0.3076
Spin multiplicity: 1
DFT total energy in a.u.: -1310.5484
Orbital gap in eV: 8.41

Each line ends with the Löwdin charge.
CARTESIAN COORDINATES (ANGSTROEM)
C 1.352 0.464 1.915  -0.038
N 1.669 0.298 0.527  -0.049
C 0.857 0.604 -0.527  -0.622
S -0.681 1.382 -0.327  0.999
C -1.400 1.027 -1.971  -0.346
C -2.400 -0.103 -1.808  -0.431
O -2.099 -1.238 -2.097  0.103
C -3.735 0.248 -1.271  -0.164
C -4.017 1.461 -0.645  -0.045
C -5.290 1.715 -0.169  -0.075
C -6.296 0.772 -0.319  -0.078
C -6.023 -0.438 -0.937  -0.070
C -4.751 -0.701 -1.404  -0.011
N 1.411 0.258 -1.659  0.023
N 2.590 -0.294 -1.374  0.079
C 2.767 -0.272 -0.077  -0.267
C 3.948 -0.785 0.585  -0.136
C 4.490 -0.224 1.741  -0.027
C 5.632 -0.789 2.283  -0.058
C 6.197 -1.884 1.648  -0.148
N 5.703 -2.410 0.538  0.068
C 4.616 -1.879 0.022  -0.084
H 1.842 -0.316 2.498  0.098
H 1.669 1.446 2.274  0.100
H 0.270 0.385 2.040  0.075
H -0.565 0.717 -2.599  0.072
H -1.858 1.944 -2.336  0.085
H -3.245 2.202 -0.501  0.082
H -5.501 2.654 0.321  0.105
H -7.289 0.981 0.049  0.104
H -6.803 -1.176 -1.051  0.105
H -4.516 -1.639 -1.884  0.119
H 4.052 0.653 2.193  0.107
H 6.079 -0.379 3.176  0.102
H 7.088 -2.359 2.034  0.104
H 4.239 -2.326 -0.887  0.116

Cartesian forces (eV/Å) of the 6 atoms listed first:
-0.1 0.1 0.5
0.0 -0.1 -0.8
0.2 0.0 -0.1
-0.3 0.3 0.1
0.2 -0.1 0.2
0.4 0.1 -0.1

***

Computed, not measured: a 11-piece molecular cluster, C21H64O11 overall, with ωB97M-V with the def2-TZVPD basis set.

Computed properties:
SMILES: CC(C)O.CC(C)O.CC(C)O.CC(C)O.CC(C)O.CO.CO.CO.CO.CO.CO
Highest occupied orbital energy in Eh: -0.3378
Spin multiplicity: 1
DFT total energy in a.u.: -1665.9676
Orbital gap in eV: 9.38

Each line ends with the Löwdin charge.
CARTESIAN COORDINATES (ANGSTROEM)
C -6.823 23.332 3.836  -0.067
C -6.005 24.328 3.075  -0.452
C -5.718 23.889 1.636  -0.054
O -6.839 25.522 2.908  -0.074
H -6.474 22.313 3.670  0.076
H -7.858 23.343 3.495  0.079
H -6.745 23.593 4.892  0.084
H -5.124 24.519 3.689  0.142
H -6.654 23.544 1.196  0.072
H -5.014 23.058 1.600  0.062
H -5.395 24.756 1.059  0.074
H -7.593 25.167 2.430  0.066
C -2.103 25.824 -0.553  -0.054
C -1.794 24.335 -0.823  -0.455
C -2.929 23.661 -1.627  -0.056
O -0.721 24.281 -1.745  -0.058
H -3.061 25.960 -0.051  0.065
H -2.236 26.354 -1.496  0.077
H -1.328 26.231 0.096  0.081
H -1.558 23.856 0.128  0.142
H -2.690 22.610 -1.786  0.057
H -3.109 24.210 -2.551  0.077
H -3.851 23.711 -1.048  0.055
H -0.899 24.977 -2.383  0.076
C -8.079 18.048 -2.511  -0.061
C -9.225 17.107 -2.291  -0.482
C -10.320 17.604 -1.304  -0.039
O -9.832 17.034 -3.565  -0.057
H -7.354 17.617 -3.203  0.091
H -7.605 18.136 -1.534  0.054
H -8.360 19.002 -2.956  0.071
H -8.823 16.125 -2.042  0.136
H -10.553 18.665 -1.399  0.078
H -9.894 17.519 -0.304  0.058
H -11.275 17.082 -1.354  0.076
H -10.464 16.312 -3.548  0.087
C -5.186 17.274 3.273  -0.062
C -4.065 16.653 4.084  -0.472
C -4.427 16.134 5.491  -0.046
O -3.495 15.556 3.357  -0.061
H -5.649 18.056 3.875  0.078
H -5.930 16.531 2.987  0.085
H -4.925 17.809 2.360  0.049
H -3.287 17.417 4.089  0.113
H -4.820 16.923 6.132  0.076
H -3.538 15.784 6.014  0.070
H -5.043 15.235 5.497  0.081
H -2.689 15.309 3.817  0.082
C -7.124 21.710 -3.887  -0.027
C -6.662 23.053 -3.292  -0.472
C -5.964 24.115 -4.214  -0.051
O -7.778 23.699 -2.721  -0.054
H -7.857 21.949 -4.658  0.085
H -7.669 21.093 -3.173  0.056
H -6.340 21.129 -4.372  0.062
H -5.917 22.925 -2.507  0.098
H -5.617 25.040 -3.754  0.072
H -6.654 24.471 -4.979  0.073
H -5.163 23.705 -4.830  0.067
H -7.465 24.470 -2.241  0.087
C -5.156 16.767 -0.577  -0.169
O -4.497 15.689 -1.210  -0.101
H -6.172 16.528 -0.262  0.075
H -4.601 17.147 0.280  0.067
H -5.241 17.604 -1.270  0.060
H -4.483 14.994 -0.548  0.077
C -3.149 20.403 3.652  -0.141
O -3.244 21.213 2.472  -0.148
H -2.541 19.512 3.498  0.063
H -2.681 20.999 4.436  0.079
H -4.155 20.076 3.912  0.065
H -3.907 20.785 1.925  -0.014
C -0.893 19.976 -0.475  -0.136
O -0.721 20.633 -1.746  -0.142
H -1.849 20.211 -0.008  0.050
H -0.976 18.912 -0.699  0.074
H -0.125 20.282 0.235  0.081
H -1.387 20.247 -2.319  0.000
C -3.656 20.385 -3.963  -0.141
O -2.662 19.613 -3.347  -0.114
H -4.556 20.288 -3.357  0.051
H -3.448 21.454 -3.964  0.086
H -3.915 20.002 -4.951  0.090
H -2.835 18.680 -3.495  0.104
C -8.522 20.144 0.971  -0.127
O -7.704 19.053 1.351  -0.142
H -9.533 19.995 1.349  0.089
H -8.091 21.026 1.446  0.075
H -8.580 20.267 -0.110  0.076
H -8.245 18.335 1.688  0.089
C -5.207 20.749 -0.325  -0.108
O -5.156 20.217 0.995  -0.137
H -5.904 21.579 -0.437  0.068
H -4.219 21.001 -0.708  0.077
H -5.645 19.985 -0.967  0.067
H -5.918 19.648 1.130  0.037

Cartesian forces (eV/Å) of the 6 atoms listed first:
0.0 -0.6 0.3
-1.1 0.4 -1.4
0.3 -0.2 0.6
1.0 -0.2 0.8
0.3 -0.1 0.2
-0.1 0.1 0.1

***

Computed, not measured: a 2-piece molecular cluster, C3H4I2O overall, with ωB97M-V with the def2-TZVPD basis set.

Computed properties:
SMILES: C=CI.O=CI
Highest occupied orbital energy in Eh: -0.3372
Spin multiplicity: 1
DFT total energy in a.u.: -787.2623
Orbital gap in eV: 9.31

Each line ends with the Löwdin charge.
CARTESIAN COORDINATES (ANGSTROEM)
C -0.606 0.167 -0.210  -0.121
C -0.341 -1.029 -0.711  -0.646
I 0.772 -2.727 0.077  0.677
H -1.084 0.854 -0.751  0.009
H -0.465 0.495 0.857  0.088
H -0.657 -1.308 -1.720  0.024
O 1.960 0.565 -1.314  -0.009
C 2.768 0.965 -0.615  -0.706
I 4.609 -0.044 0.127  0.608
H 2.822 2.030 -0.204  0.077

Cartesian forces (eV/Å) of the 6 atoms listed first:
1.6 -2.8 3.8
0.1 -0.7 -0.2
-0.7 1.3 -0.1
-1.9 2.4 -2.4
0.4 -0.7 -1.2
0.3 0.3 0.3

***

Computed, not measured: a 10-piece molecular cluster, C5H29N2O10 overall, with ωB97M-V with the def2-TZVPD basis set.

Computed properties:
Total charge: +1
Highest occupied orbital energy in Eh: -0.4868
Spin multiplicity: 1
DFT total energy in a.u.: -1069.5346
Orbital gap in eV: 10.63

Each line ends with the Löwdin charge.
CARTESIAN COORDINATES (ANGSTROEM)
O 2.805 0.245 -1.718  -0.002
C 2.235 0.552 -0.654  -0.455
N 2.982 0.554 0.483  0.184
C 0.790 1.024 -0.647  -0.184
N 0.362 0.992 -2.113  0.044
C -0.744 2.019 -2.350  -0.108
C -0.429 3.024 -1.357  -0.165
C 0.703 2.495 -0.442  -0.143
H 2.520 0.771 1.461  0.141
H 4.006 0.455 0.411  0.136
H 0.008 0.521 0.005  0.162
H 1.042 1.061 -2.861  0.025
H -0.021 0.022 -2.335  0.175
H -0.527 2.099 -3.589  0.199
H -1.735 1.569 -2.440  0.117
H -1.322 3.277 -0.743  0.128
H -0.084 3.964 -1.709  0.112
H 1.618 3.203 -0.387  0.161
H 0.455 2.672 0.697  0.140
H -0.153 0.770 2.195  0.025
H 0.584 -0.122 3.241  0.022
O 0.771 0.633 2.624  -0.121
H -2.016 2.130 2.009  0.126
H -2.026 1.132 0.841  -0.076
O -1.528 1.458 1.479  -0.003
H 2.218 0.728 -4.176  0.069
H 2.796 1.442 -2.915  0.108
O 2.155 1.579 -3.736  -0.065
H -1.744 -3.899 2.118  0.043
H -2.098 -2.688 2.903  0.067
O -2.488 -3.286 2.180  -0.074
H 2.052 -3.772 0.978  0.026
H 1.296 -2.445 1.242  0.123
O 1.402 -3.467 1.610  -0.111
H -4.490 0.454 -0.051  0.125
H -3.491 -0.238 1.131  0.059
O -3.546 0.157 0.240  -0.094
H -0.141 -2.280 -0.935  -0.053
H 0.912 -2.574 -1.851  0.051
O 0.608 -1.832 -1.349  -0.047
H -0.182 -1.468 4.336  0.090
H 0.112 -2.698 3.361  0.016
O -0.353 -1.896 3.474  -0.039
H -1.798 -3.141 0.522  0.067
H -2.084 -2.528 -0.894  0.013
O -1.433 -2.669 -0.293  -0.010

Cartesian forces (eV/Å) of the 6 atoms listed first:
-0.7 0.3 1.1
2.5 -1.1 0.4
-1.9 0.8 2.2
0.0 0.0 -1.5
-4.5 -4.0 1.6
1.7 -2.5 -5.5

***

Computed, not measured: C13H11AuBr2N3O3 as an isolated structure, with ωB97M-V with the def2-TZVPD basis set.

Computed properties:
Total charge: -1
Highest occupied orbital energy in Eh: -0.1285
Spin multiplicity: 1
DFT total energy in a.u.: -6175.6577
Orbital gap in eV: 6.08

Each line ends with the Löwdin charge.
CARTESIAN COORDINATES (ANGSTROEM)
Au -0.174 -0.507 -0.264  0.812
C -0.003 -4.348 -2.408  -0.027
C 0.164 -3.257 -1.389  -0.333
N -0.828 -2.529 -0.993  -0.100
O -2.001 -2.702 -1.740  -0.074
C 1.454 -2.974 -0.812  -0.346
C 2.483 -4.051 -0.624  -0.062
N 1.724 -1.715 -0.517  -0.232
O 2.829 -1.425 0.052  -0.217
H -0.768 -4.057 -3.127  0.070
H -0.336 -5.269 -1.923  0.085
H 0.933 -4.543 -2.927  0.076
H -2.565 -2.011 -1.378  0.082
H 2.017 -5.028 -0.489  0.066
H 3.071 -3.797 0.258  0.062
H 3.176 -4.106 -1.470  0.075
Br -4.680 2.501 -0.252  0.705
C -2.953 2.924 0.420  -0.618
C -2.738 4.174 0.987  -0.200
C -1.490 4.520 1.439  -0.645
Br -1.232 6.271 2.162  0.693
C -0.419 3.605 1.397  -0.205
C 0.896 3.870 1.840  -0.048
C 1.837 2.876 1.819  -0.057
C 1.475 1.592 1.390  -0.124
N 0.267 1.334 0.937  0.001
C -0.670 2.307 0.877  -0.143
C -1.949 1.945 0.268  -0.461
O -2.124 0.850 -0.340  -0.184
H -3.559 4.875 1.056  0.087
H 1.148 4.861 2.192  0.069
H 2.850 3.059 2.151  0.099
H 2.165 0.754 1.409  0.095

Cartesian forces (eV/Å) of the 6 atoms listed first:
0.2 0.1 0.2
-0.1 0.1 0.0
-0.1 0.0 -0.1
0.2 -0.1 0.1
-0.1 -0.1 -0.2
0.2 -0.2 -0.1

***

Repeat the third record exactly.
Computed, not measured: a 2-piece molecular cluster, C2H7O2P overall, with ωB97M-V with the def2-TZVPD basis set.

Computed properties:
Highest occupied orbital energy (alpha / beta) in Eh: -0.2160 / -0.4129
Spin multiplicity: 3
DFT total energy in a.u.: -572.0296
Orbital gap (alpha / beta) in eV: 6.81 / 8.45

Each line ends with the Löwdin spin population.
CARTESIAN COORDINATES (ANGSTROEM)
C 1.578 0.801 -0.541  0.877
C 1.265 0.244 0.601  0.881
O -3.890 0.305 -0.361  0.007
O -2.180 -1.069 0.741  0.009
P -2.424 0.119 -0.382  0.013
H 1.803 0.273 -1.468  0.048
H -3.099 -1.342 0.756  0.000
H 1.600 1.811 -0.588  0.058
H 1.170 0.776 1.532  0.047
H 1.337 -0.876 0.854  0.037
H -1.373 1.006 0.009  0.020
H -1.768 -0.535 -1.536  0.002

Cartesian forces (eV/Å) of the 6 atoms listed first:
2.5 2.1 -9.7
-2.8 -7.4 10.6
0.4 1.2 -0.8
0.5 1.2 -0.9
1.5 -2.8 0.6
-0.1 0.1 0.4

***

> Look up the spin multiplicity of the fifth one.

1